The following is a quantum chemistry calculation of a 3-piece molecular cluster, C32H55BN2O12P2S2 overall at a distorted geometry, from OMol25.

Structure (XYZ):
```
106
Properties=species:S:1:pos:R:3:forces:R:3:mulliken_charge:R:1
C 9.81000 -1.32728 0.15247 -0.65 -0.52 -1.01 -1.071
N 9.20098 -0.13366 -0.48279 0.52 0.52 2.14 -0.113
C 7.84504 -0.02063 0.10019 -0.27 -0.74 -0.68 -1.009
B 10.00909 1.03727 -0.22604 -0.49 0.02 -0.42 0.544
O 11.39462 0.95600 -0.17030 -0.22 0.15 0.29 -0.606
C 9.25588 2.42000 -0.00335 0.58 -0.68 -0.75 0.482
C 9.22288 3.04827 1.23556 -0.15 0.36 -0.04 -0.788
C 8.51847 4.23755 1.40651 0.34 -0.45 -0.02 -0.979
C 7.85094 4.76519 0.31880 -0.24 0.47 0.19 0.872
C 7.90330 4.15664 -0.93410 -0.19 0.23 -0.13 0.575
C 8.60391 2.97650 -1.10963 -0.08 0.45 0.47 -0.542
C 7.15343 4.83423 -2.04388 -0.03 -0.18 0.22 -0.335
O 7.49361 4.76686 -3.20105 -0.13 -0.13 -0.06 -0.584
C 5.92938 5.56158 -1.60105 -0.32 0.04 -0.08 -0.259
C 5.83314 6.12109 -0.39541 0.24 -0.08 0.26 0.530
C 4.63722 6.83570 0.17140 0.27 0.19 -0.35 -0.688
C 3.28656 6.43874 -0.43621 -0.09 -0.03 0.87 -0.951
C 3.04207 4.92300 -0.54550 -0.10 -0.09 -1.02 -0.298
S 1.57546 4.39289 0.39422 0.32 0.00 0.04 -0.147
C 1.08084 2.92782 -0.55770 -0.04 0.28 -0.64 0.376
S -0.17206 3.15560 -1.57998 -0.01 -0.33 0.11 -0.274
N 1.78750 1.74024 -0.41876 -0.96 1.18 1.73 0.154
C 2.76827 1.73740 0.67257 0.57 -0.94 0.01 -0.336
C 2.14247 1.66387 2.08548 0.31 0.25 0.43 -0.602
O 0.75937 1.39461 2.08276 -0.21 0.30 -0.55 -0.439
C 0.49145 0.31242 1.22160 0.48 -0.66 0.17 -0.271
C 0.94430 0.55296 -0.24070 0.11 -1.21 -0.53 -0.856
C 7.04988 6.02377 0.48115 0.30 -0.16 -0.34 -0.392
O 7.38438 6.90090 1.24183 -0.32 -0.01 0.24 -0.576
H 9.68792 -1.30615 1.24238 0.31 0.12 0.01 0.348
H 10.84029 -1.46560 -0.15969 0.04 0.09 0.15 0.371
H 9.23408 -2.19362 -0.18665 0.20 -0.10 0.03 0.347
H 7.37180 -1.00472 0.02590 -0.03 0.06 0.00 0.350
H 7.20505 0.65922 -0.45637 0.16 0.24 0.13 0.275
H 7.87770 0.23203 1.16470 -0.10 0.18 -0.06 0.381
H 11.70821 0.65734 0.68818 0.26 -0.10 -0.12 0.336
H 9.73870 2.62426 2.09020 0.04 -0.06 -0.06 0.414
H 8.49851 4.72012 2.37478 -0.11 0.15 -0.09 0.468
H 8.61805 2.49748 -2.08076 0.05 0.02 -0.01 0.534
H 5.08756 5.59762 -2.28543 0.21 0.07 -0.22 0.426
H 4.78580 7.90718 -0.00031 0.01 -0.01 0.13 0.339
H 4.66550 6.71853 1.25722 -0.16 -0.12 -0.03 0.384
H 3.13509 6.94480 -1.38959 0.06 -0.21 -0.10 0.368
H 2.52090 6.84465 0.23117 0.02 0.14 -0.13 0.501
H 3.92812 4.32902 -0.31996 -0.04 0.12 0.34 0.123
H 2.81726 4.69483 -1.59161 -0.06 -0.08 0.07 0.347
H 3.48625 2.54731 0.59379 -0.23 0.16 -0.03 -0.058
H 3.36298 0.82698 0.53942 -0.09 0.01 -0.19 0.386
H 2.27450 2.60254 2.62075 -0.11 0.04 -0.11 0.400
H 2.68358 0.89605 2.65853 -0.14 -0.10 -0.05 0.351
H -0.56071 0.03382 1.23752 -0.10 0.48 0.15 0.301
H 1.02218 -0.56872 1.61720 0.04 0.04 -0.08 0.332
H 1.55140 -0.30994 -0.52962 -0.02 0.07 -0.11 0.282
H 0.07214 0.52890 -0.88553 0.17 0.48 -0.21 0.278
C -1.12791 -5.76820 -2.22176 -0.09 0.06 0.14 -0.905
C -1.04981 -4.45704 -2.98366 0.20 -0.16 -0.03 -0.346
O -2.29189 -3.75048 -2.97262 0.06 -0.18 0.71 -0.322
P -2.74470 -2.96149 -1.62263 -2.87 1.74 -5.34 0.923
O -1.76238 -1.85811 -1.47958 0.95 -1.62 2.92 -0.658
O -4.02713 -2.13657 -2.19586 0.05 -0.42 0.33 -0.317
C -4.17159 -0.75310 -1.84300 -0.21 0.20 -0.05 -0.121
C -3.69655 0.14669 -2.95558 0.09 0.02 -0.31 -1.307
O -3.60875 -4.11827 -0.93823 2.05 0.37 1.61 -0.231
C -4.94722 -4.47787 -1.32300 -0.91 -0.31 0.12 0.154
C -5.06652 -5.04688 -2.71722 0.30 0.16 -0.24 -1.173
H -1.29026 -5.59592 -1.15553 0.04 -0.02 0.00 0.229
H -0.20315 -6.33445 -2.33930 0.01 0.03 -0.02 0.423
H -1.96011 -6.37401 -2.58015 0.03 -0.02 -0.06 0.183
H -0.25772 -3.82071 -2.57916 -0.04 0.05 -0.02 0.242
H -0.81587 -4.65052 -4.03013 -0.09 0.09 -0.03 0.330
H -3.62912 -0.53098 -0.92544 0.04 -0.07 0.00 0.338
H -5.23116 -0.59682 -1.63478 -0.01 -0.11 -0.03 0.203
H -2.68826 -0.12817 -3.26418 0.07 0.08 0.15 0.290
H -3.69543 1.18534 -2.62076 0.02 0.01 -0.03 0.380
H -4.33009 0.06898 -3.84110 -0.09 -0.03 0.07 0.343
H -5.62188 -3.63941 -1.17016 0.26 0.18 -0.08 -0.013
H -5.24688 -5.24305 -0.60325 0.27 0.00 0.09 0.462
H -4.89793 -4.28517 -3.47673 0.01 0.03 0.03 0.251
H -6.07107 -5.44850 -2.85957 -0.01 0.00 0.12 0.459
H -4.34318 -5.84561 -2.88111 -0.05 -0.06 0.03 0.195
C -10.24443 -0.81746 0.17942 0.05 -0.19 -0.01 -0.955
C -8.93424 -0.29318 0.73818 -0.17 0.22 -0.18 -0.205
O -8.36654 -1.17948 1.70979 -0.09 -0.48 -0.61 -0.303
P -7.63338 -2.53614 1.20908 1.25 1.68 5.77 0.839
O -6.43408 -2.11862 0.45093 -1.45 -1.30 -2.43 -0.523
O -6.97585 -3.02013 2.62379 -0.38 -0.18 -0.31 -0.358
C -5.60732 -3.42962 2.70308 0.26 0.13 0.13 0.273
C -4.76288 -2.33433 3.31932 -0.04 0.12 0.12 -1.267
O -8.86389 -3.55070 1.28474 0.60 0.14 -2.45 -0.369
C -9.38422 -4.13316 2.49184 -0.48 -0.63 0.39 -0.226
C -9.99366 -3.14126 3.45357 0.23 0.35 0.02 -0.908
H -10.08969 -1.73093 -0.39888 -0.01 0.04 -0.04 0.260
H -10.70582 -0.07499 -0.47229 0.03 0.02 0.01 0.418
H -10.93828 -1.05968 0.98435 -0.02 0.08 0.02 0.191
H -8.21458 -0.11418 -0.06520 0.05 -0.02 0.06 0.170
H -9.10164 0.65439 1.24862 0.08 -0.06 0.11 0.319
H -5.22549 -3.71367 1.72280 -0.06 0.11 -0.06 -0.197
H -5.57920 -4.32141 3.33334 -0.12 0.01 0.01 0.351
H -4.91217 -1.38596 2.80333 0.03 -0.08 -0.15 0.277
H -3.70338 -2.59296 3.28076 -0.02 -0.02 0.00 0.403
H -5.04386 -2.18060 4.36236 0.02 -0.03 0.01 0.351
H -8.62705 -4.74624 2.97563 0.22 0.20 -0.07 0.247
H -10.16101 -4.82124 2.15495 0.05 0.11 -0.25 0.366
H -9.23526 -2.51011 3.91377 0.02 -0.01 -0.03 0.269
H -10.51231 -3.67897 4.24854 -0.01 -0.09 -0.07 0.406
H -10.70602 -2.49031 2.94778 -0.06 -0.07 0.00 0.159
```
Positions in Å, forces in eV/Å.

**HOMO-LUMO gap**: 7.17 eV
**Highest occupied orbital energy**: -7.90 eV


The following is a quantum chemistry calculation of a 3-piece molecular cluster, C32H55F13N9O3P3 overall at a distorted geometry, from OMol25.

Structure (XYZ):
```
115
Properties=species:S:1:pos:R:3:forces:R:3:mulliken_charge:R:1
C -1.55352 6.01511 0.48240 -0.42 0.37 1.42 -0.937
C -0.15076 6.68402 1.01611 -0.93 0.41 -0.34 0.322
F 0.22311 5.99556 2.29268 -0.52 1.44 -2.70 -0.310
C 1.07538 6.65781 -0.07398 0.58 -1.58 0.06 -0.836
C 0.77612 5.49041 -1.22865 -0.46 -0.16 -2.52 0.181
C 0.16733 5.95265 -2.69110 1.93 -3.96 1.83 -0.130
P -0.25487 7.78819 -3.14359 -5.71 -1.22 0.96 0.453
O -1.86017 7.86888 -3.13774 5.01 -0.11 -0.36 -0.634
C -0.14104 4.81341 -3.83014 1.62 -2.66 2.36 0.457
C -0.79453 5.17162 -5.32195 -1.27 -0.25 1.34 -0.647
C -1.83127 3.94041 -5.77434 -0.07 0.31 0.50 -0.473
N -1.12158 2.97253 -6.72246 -0.69 0.40 1.18 -0.652
C 0.21107 3.25004 -3.47227 0.17 3.24 1.62 -0.629
C 0.81842 2.79967 -1.99597 0.09 0.21 0.34 0.083
N 1.08554 1.34004 -1.77651 1.15 3.11 4.89 -0.371
C 1.58770 1.01694 -0.39615 -0.86 3.43 -1.96 -0.523
C 1.85375 -0.60313 -0.08629 1.07 0.39 -2.64 1.061
F 1.91443 -1.29068 -1.43072 0.01 1.95 4.33 -0.329
F 3.15887 -0.87354 0.55789 -4.18 0.78 -1.57 -0.283
C 0.55356 -1.25478 0.68133 -2.35 0.35 -1.49 0.373
F -0.36582 -1.73834 -0.41601 2.82 1.41 3.77 -0.294
F -0.23208 -0.17277 1.38184 2.79 -3.75 -1.92 -0.138
C 0.90228 -2.53193 1.65542 0.77 -0.01 1.25 0.384
F 1.83202 -3.46608 0.96600 -3.16 3.32 2.56 -0.120
F 1.49194 -1.93491 2.91169 -1.51 -2.14 -4.08 -0.284
C -0.45118 -3.35847 2.17282 -2.21 -2.36 1.66 0.577
F -1.45891 -2.44040 2.81902 3.67 -3.19 -2.70 -0.202
F -0.10044 -4.35904 3.24862 -0.98 3.63 -3.86 -0.242
F -1.09083 -4.16105 1.08769 2.28 3.23 3.86 -0.211
C 1.81177 2.18256 0.71784 -0.26 0.64 -0.24 0.288
C 2.32302 1.67920 2.22890 0.35 0.69 -0.23 0.143
C 1.85426 2.69472 3.43686 -0.49 0.62 0.62 -0.737
C 3.04764 3.64605 4.03646 0.69 1.67 1.07 0.751
F 3.33313 4.86082 3.19559 -0.71 -4.10 2.69 -0.242
F 4.33699 2.95520 4.27458 -4.00 2.21 -0.85 -0.271
F 2.61856 4.19823 5.37457 1.47 -1.74 -4.19 -0.280
N 1.61624 3.66572 0.56192 -1.16 -6.23 -4.96 -0.119
C 1.11152 3.89952 -0.83425 -0.76 1.36 -1.08 0.196
H -2.33779 6.13442 1.37417 1.75 -0.20 -1.89 0.346
H -1.49467 4.85808 0.27311 0.14 2.47 0.17 0.169
H -1.98461 6.63610 -0.41244 1.01 -1.36 1.49 0.291
H -0.37050 7.82871 1.25135 0.55 -2.57 -0.06 0.218
H 2.06551 6.33869 0.51018 -2.21 0.64 -1.27 0.247
H 1.30268 7.71386 -0.56483 -0.81 -2.38 1.06 0.399
H 0.20789 8.73327 -2.15389 0.42 -0.84 -0.72 0.071
H 0.33500 8.15977 -4.40480 0.06 -0.42 0.80 0.146
H -1.50736 6.11281 -5.15825 1.80 -1.85 -0.31 0.313
H 0.02138 5.39640 -6.13624 -1.59 -0.57 1.67 0.335
H -2.24493 3.39704 -4.79773 1.02 1.28 -1.89 0.326
H -2.79950 4.39482 -6.29739 2.32 -0.90 0.88 0.321
H -0.13836 2.78133 -6.41650 -1.50 0.04 -0.24 0.248
H -1.69201 2.09871 -6.77056 1.06 0.92 0.08 0.255
H 0.03387 2.38887 -4.27242 0.39 2.09 2.06 0.137
H 1.93241 0.60260 2.49944 0.76 2.26 -0.81 -0.220
H 3.50710 1.65117 2.22107 -2.48 -0.06 -0.08 0.407
H 1.41105 2.09386 4.36779 1.33 1.24 -2.04 0.355
H 0.97383 3.43181 3.11372 2.18 -1.48 0.53 0.251
C 4.55380 -4.30951 -0.82332 0.05 -0.08 0.33 -0.506
N 4.35678 -5.03597 -2.05366 -1.82 1.06 0.89 0.158
C 3.10968 -4.66168 -2.69961 0.00 -0.11 -0.35 -0.952
P 5.33092 -6.14070 -2.86868 2.91 4.17 6.04 0.789
O 5.88087 -5.04698 -3.81660 -1.78 -2.93 -2.86 -0.772
N 6.88231 -6.35703 -2.12951 1.43 -0.35 -0.72 0.242
C 7.25185 -6.07595 -0.75435 -0.35 -0.96 0.42 -1.191
C 8.05377 -6.02046 -2.96081 -0.23 0.00 -0.34 -1.006
N 4.69866 -7.39810 -1.77891 0.84 -1.41 -2.18 -0.049
C 3.91065 -7.31045 -0.56544 -1.15 0.29 -0.33 -0.792
C 5.35082 -8.70203 -1.90296 -0.26 -0.53 -0.41 -1.010
H 3.75082 -4.54335 -0.10840 -0.01 0.09 -0.03 0.131
H 4.54277 -3.22665 -0.98270 -0.03 0.05 -0.12 0.353
H 5.47457 -4.53166 -0.30011 0.14 -0.15 -0.21 0.061
H 2.40419 -5.49949 -2.68152 -0.26 -0.03 -0.06 0.352
H 3.27884 -4.38225 -3.74287 -0.03 0.01 -0.05 0.322
H 2.61665 -3.80584 -2.21638 0.34 -0.26 0.03 0.134
H 7.44103 -5.01084 -0.58857 -0.04 0.09 -0.02 0.351
H 8.17368 -6.60764 -0.48705 -0.02 0.03 -0.20 0.425
H 6.51469 -6.43227 -0.03182 -0.13 0.17 -0.14 0.257
H 8.21612 -4.93398 -2.99126 -0.02 -0.09 -0.13 0.318
H 7.93392 -6.38687 -3.98527 -0.07 0.26 0.23 0.284
H 8.97166 -6.48151 -2.57852 -0.27 -0.10 0.29 0.326
H 4.47767 -6.90890 0.27683 0.10 0.17 -0.08 0.232
H 3.54240 -8.29532 -0.24974 0.26 -0.01 -0.33 0.376
H 3.00263 -6.71907 -0.70489 0.21 0.18 0.06 0.197
H 6.20630 -8.79384 -1.22820 0.03 0.04 0.02 0.307
H 5.69929 -8.86299 -2.92990 0.09 0.07 0.28 0.320
H 4.65744 -9.53251 -1.68334 0.09 0.35 -0.06 0.371
C -7.10441 2.10156 3.59534 0.04 -0.08 0.34 -0.938
N -7.30144 1.37511 2.36500 -1.84 1.08 0.89 0.192
C -8.54854 1.74939 1.71905 0.02 -0.13 -0.36 -1.186
P -6.32730 0.27037 1.54999 2.92 4.14 6.04 0.762
O -5.77734 1.36409 0.60207 -1.78 -2.93 -2.86 -0.803
N -4.77590 0.05404 2.28915 1.43 -0.33 -0.72 0.454
C -4.40637 0.33513 3.66431 -0.35 -0.97 0.41 -1.125
C -3.60445 0.39062 1.45786 -0.20 -0.03 -0.32 -0.999
N -6.95955 -0.98703 2.63976 0.85 -1.40 -2.18 -0.074
C -7.74757 -0.89937 3.85322 -1.15 0.29 -0.33 -0.845
C -6.30739 -2.29095 2.51570 -0.26 -0.53 -0.41 -1.018
H -7.90739 1.86772 4.31026 -0.05 0.11 0.00 0.397
H -7.11545 3.18443 3.43596 -0.01 0.04 -0.12 0.333
H -6.18364 1.87941 4.11856 0.13 -0.15 -0.21 0.251
H -9.25402 0.91158 1.73715 -0.26 -0.02 -0.06 0.348
H -8.37937 2.02883 0.67579 -0.03 0.01 -0.05 0.306
H -9.04157 2.60524 2.20228 0.34 -0.27 0.03 0.399
H -4.21718 1.40024 3.83010 -0.04 0.10 -0.02 0.361
H -3.48453 -0.19656 3.93161 -0.01 0.02 -0.20 0.255
H -5.14352 -0.02120 4.38684 -0.13 0.17 -0.14 0.240
H -3.44210 1.47709 1.42740 -0.02 -0.06 -0.13 0.384
H -3.72429 0.02420 0.43340 -0.06 0.25 0.22 0.344
H -2.68656 -0.07044 1.84014 -0.32 -0.09 0.29 0.086
H -7.18054 -0.49782 4.69549 0.10 0.17 -0.08 0.237
H -8.11581 -1.88425 4.16892 0.27 -0.01 -0.33 0.364
H -8.65558 -0.30800 3.71377 0.21 0.18 0.07 0.256
H -5.45191 -2.38276 3.19047 0.03 0.04 0.02 0.317
H -5.95892 -2.45192 1.48876 0.09 0.07 0.28 0.309
H -7.00077 -3.12143 2.73532 0.09 0.35 -0.06 0.377
```
Positions in Å, forces in eV/Å.

**HOMO-LUMO gap**: 5.64 eV
**Highest occupied orbital energy**: -7.71 eV


Q: Which DFT total energy values were calculated for the entries above? A: -3768.77891; -4292.20955, in Eh.